Run w
The following is a DFT calculation (the ωB97M-V functional and the def2-TZVPD basis) of C20H27N3O4 as an isolated structure.

```
! wB97M-V def2-TZVPD RIJCOSX def2/J DEFGRID3
* xyz 0 1
C 1.649 -3.584 -7.875
C 0.975 -3.506 -6.406
H 1.424 -4.321 -5.748
H -0.094 -3.769 -6.546
O 1.103 -2.063 -6.077
C 0.796 -1.981 -4.824
C 0.285 -2.913 -4.006
C -0.481 -2.528 -2.713
C -0.259 -1.254 -2.293
C 0.481 -0.260 -3.035
C 0.847 -0.883 -4.295
O 1.421 0.051 -5.281
C 1.756 1.671 -4.868
H 0.837 1.922 -4.549
H 2.184 1.987 -5.693
H 2.554 1.474 -3.958
H 0.721 0.814 -2.680
C -0.534 -0.850 -0.949
N -0.628 0.327 -0.305
O -1.003 0.190 0.837
C -1.595 -0.957 0.906
N -1.156 -1.896 -0.097
C -2.225 -1.509 2.256
H -1.797 -2.549 2.437
H -3.590 -1.446 1.987
C -1.959 -0.447 3.471
H -2.488 -0.587 4.183
C -0.570 -0.649 3.905
C -0.105 0.400 4.914
O -0.128 0.130 6.173
N -0.174 1.647 4.588
H -0.211 1.983 3.501
C 0.079 2.803 5.508
H 0.182 2.492 6.391
C 1.381 3.695 5.087
C 0.773 4.753 4.568
H 1.385 5.812 4.501
C -0.236 5.090 5.281
H -1.117 5.853 4.681
H -0.197 5.433 6.148
C -0.930 3.860 5.447
H -1.563 3.556 6.175
H -1.629 3.571 4.371
H 0.712 4.820 3.322
H 1.955 3.021 4.417
H 1.861 4.034 6.181
H -0.163 -1.435 4.240
H 0.279 -0.142 3.079
H -2.317 0.532 3.137
H -0.830 -3.380 -2.109
H -0.158 -3.952 -4.227
H 1.002 -2.843 -8.535
H 1.331 -4.496 -8.230
H 2.751 -3.256 -7.841
*
```

=====

Run x
The following is a DFT calculation (the ωB97M-V functional and the def2-TZVPD basis) of an isolated molecule of C20H27N3O4.

```
! wB97M-V def2-TZVPD RIJCOSX def2/J DEFGRID3
* xyz 0 1
C 5.179 -2.699 0.072
C 4.584 -1.350 0.463
H 5.379 -0.666 0.769
O 3.727 -1.428 1.593
C 2.428 -1.877 1.340
C 1.749 -2.115 2.697
C 0.496 -2.994 2.570
C -0.638 -2.401 1.737
C -1.878 -3.297 1.776
O -2.900 -2.847 0.921
H -3.118 -1.936 1.148
H -2.247 -3.374 2.810
H -1.630 -4.302 1.426
H -0.903 -1.410 2.115
H -0.325 -2.291 0.697
H 0.124 -3.194 3.578
H 0.786 -3.954 2.135
C 1.479 -0.780 3.415
C 1.150 0.299 2.437
C 1.287 0.169 1.119
C 0.910 1.266 0.189
O 0.414 2.311 0.583
N 1.170 1.011 -1.108
H 1.445 0.074 -1.358
C 0.822 1.947 -2.162
C -0.649 1.962 -2.421
N -1.235 1.537 -3.502
C -2.578 1.728 -3.288
C -3.670 1.457 -4.105
C -4.924 1.753 -3.615
C -5.107 2.306 -2.345
C -4.039 2.585 -1.517
C -2.774 2.291 -2.002
N -1.517 2.433 -1.479
H -1.236 2.762 -0.565
H -4.179 3.013 -0.536
H -6.110 2.519 -2.006
H -5.793 1.554 -4.225
H -3.527 1.030 -5.084
H 1.347 1.670 -3.075
H 1.138 2.944 -1.835
O 1.740 -0.974 0.500
H 0.796 1.244 2.817
C 2.670 -0.348 4.279
H 2.850 -1.078 5.064
H 2.468 0.616 4.740
H 3.560 -0.267 3.663
H 0.617 -0.913 4.080
H 2.480 -2.678 3.286
H 2.442 -2.813 0.758
H 4.046 -0.907 -0.384
H 5.676 -3.147 0.929
H 5.905 -2.557 -0.724
H 4.409 -3.382 -0.281
*
```

=====

Short version: run w is the least stable of them.

=====

Run w
The following is a DFT calculation (the ωB97M-V functional and the def2-TZVPD basis) of CH6NPS as an isolated structure.

```
! wB97M-V def2-TZVPD RIJCOSX def2/J DEFGRID3
* xyz 0 1
C -0.755 1.163 -0.057
N -0.010 -1.322 -0.228
P 0.533 0.070 0.571
S 3.038 0.188 -0.724
H -0.571 1.505 -1.107
H -1.655 0.527 -0.056
H -0.724 2.041 0.748
H 0.117 -2.183 0.412
H 0.268 -1.507 -1.152
H -0.240 -0.480 1.593
*
```

=====

Run x
The following is a DFT calculation (the ωB97M-V functional and the def2-TZVPD basis) of an isolated molecule of CH6NPS.

```
! wB97M-V def2-TZVPD RIJCOSX def2/J DEFGRID3
* xyz 0 1
C -0.813 -1.176 0.136
N -0.785 1.384 0.284
P 2.238 0.980 -0.128
S 0.289 0.123 -0.244
H -0.848 -1.617 1.119
H -0.685 -1.908 -0.722
H -0.516 1.680 1.197
H -1.613 0.826 0.340
H 2.780 -0.236 -0.473
H -0.045 -0.056 -1.510
*
```

=====

Short version: run x is the least stable of them.

=====

Run w
The following is a DFT calculation (the ωB97M-V functional and the def2-TZVPD basis) of a 2-piece molecular cluster, CH6NPS overall.

```
! wB97M-V def2-TZVPD RIJCOSX def2/J DEFGRID3
* xyz 0 1
C 0.153 -0.783 1.074
N 0.107 -1.020 -1.594
P 0.465 -0.022 -0.536
S -0.902 2.630 -0.498
H 0.945 -0.996 1.625
H -0.574 -0.075 1.692
H -0.380 -1.711 0.712
H 0.226 -0.744 -2.575
H 1.617 0.794 -0.349
H -1.656 1.926 0.449
*
```

=====

Run x
The following is a DFT calculation (the ωB97M-V functional and the def2-TZVPD basis) of a 2-piece molecular cluster, CH6NPS overall.

```
! wB97M-V def2-TZVPD RIJCOSX def2/J DEFGRID3
* xyz 0 1
C -1.300 0.259 -0.168
N 1.104 1.188 -0.924
P 0.456 -0.054 -0.250
S 1.368 -0.352 1.634
H -2.015 -0.562 0.067
H -1.394 0.822 0.735
H -1.755 0.807 -1.060
H 2.006 1.388 -0.653
H 0.462 -1.868 -0.727
H 1.069 -1.629 1.345
*
```

=====

Short version: run w is the least stable of them.

=====

Run w
The following is a DFT calculation (the ωB97M-V functional and the def2-TZVPD basis) of a 9-piece molecular cluster, C19H56O9 overall.

```
! wB97M-V def2-TZVPD RIJCOSX def2/J DEFGRID3
* xyz 0 1
C 0.977 0.794 0.998
C 0.544 -0.074 -0.151
C 1.660 -0.264 -1.147
O 0.290 -1.383 0.386
H 0.152 1.038 1.635
H 1.372 1.774 0.707
H 1.650 0.315 1.714
H -0.386 0.310 -0.610
H 2.180 0.691 -1.406
H 1.348 -0.749 -2.093
H 2.391 -0.944 -0.719
H -0.205 -1.184 1.250
C -3.284 1.089 -0.967
C -4.175 -0.068 -0.687
O -3.612 -1.204 -0.070
H -3.888 1.870 -1.434
H -2.575 0.819 -1.717
H -2.666 1.317 -0.070
H -4.618 -0.384 -1.605
H -5.024 0.190 0.027
H -2.946 -1.660 -0.715
C -3.014 -4.569 -2.000
C -1.669 -4.217 -1.356
O -1.598 -2.828 -1.180
H -3.296 -5.653 -1.834
H -2.918 -4.222 -3.034
H -3.782 -3.993 -1.477
H -0.805 -4.539 -1.980
H -1.554 -4.776 -0.404
H -0.899 -2.605 -0.534
C 2.233 2.590 -3.568
C 1.550 3.638 -2.696
O 2.463 4.526 -2.082
H 2.959 2.067 -2.944
H 2.919 3.015 -4.275
H 1.535 1.921 -4.103
H 0.955 3.154 -1.910
H 0.905 4.318 -3.256
H 1.887 5.194 -1.688
C -0.212 -3.932 4.152
C -0.023 -4.102 2.624
O -1.036 -3.379 1.885
H -0.153 -2.894 4.494
H 0.390 -4.621 4.771
H -1.276 -4.187 4.409
H -0.164 -5.174 2.421
H 0.941 -3.757 2.301
H -1.733 -3.172 2.523
C -3.264 -0.305 4.401
C -3.653 -0.716 2.993
O -2.483 -0.796 2.245
H -2.640 -1.143 4.838
H -4.070 -0.161 5.112
H -2.825 0.688 4.302
H -4.339 0.071 2.624
H -4.101 -1.721 2.961
H -2.819 -0.946 1.310
C 5.589 0.125 3.737
C 4.862 -1.277 3.515
O 3.995 -1.272 2.391
H 4.913 0.866 4.162
H 5.934 0.527 2.786
H 6.472 -0.066 4.381
H 4.305 -1.512 4.438
H 5.677 -2.037 3.389
H 3.479 -2.062 2.362
C -0.915 -1.477 -5.830
C -0.754 -0.694 -4.587
O -1.429 -1.040 -3.402
H -1.956 -1.456 -6.124
H -0.475 -2.482 -5.748
H -0.448 -0.973 -6.662
H -1.128 0.315 -4.856
H 0.271 -0.617 -4.237
H -1.364 -2.014 -3.241
C 2.417 6.272 0.815
C 2.302 7.334 -0.332
O 1.236 6.951 -1.215
H 3.046 6.593 1.634
H 2.718 5.310 0.539
H 1.348 6.289 1.154
H 3.271 7.361 -0.920
H 2.038 8.239 0.204
H 1.000 7.730 -1.726
*
```

=====

Run x
The following is a DFT calculation (the ωB97M-V functional and the def2-TZVPD basis) of a 9-piece molecular cluster, C19H56O9 overall.

```
! wB97M-V def2-TZVPD RIJCOSX def2/J DEFGRID3
* xyz 0 1
C 19.494 10.643 -12.333
O 19.849 10.497 -10.959
H 20.376 10.667 -12.972
H 18.880 9.789 -12.627
H 18.977 11.587 -12.521
H 19.051 10.795 -10.469
C 15.021 17.058 -14.774
C 15.243 15.566 -15.022
C 14.589 15.094 -16.296
O 16.671 15.325 -15.144
H 13.977 17.242 -14.504
H 15.289 17.593 -15.688
H 15.604 17.481 -13.955
H 14.928 15.022 -14.123
H 13.549 15.421 -16.371
H 14.483 14.005 -16.334
H 15.145 15.385 -17.186
H 17.022 15.585 -14.254
C 13.964 10.330 -13.235
C 13.171 11.332 -12.428
C 12.476 12.420 -13.219
O 12.184 10.666 -11.609
H 13.461 9.931 -14.123
H 14.196 9.427 -12.664
H 14.925 10.753 -13.534
H 13.846 11.750 -11.675
H 11.886 12.993 -12.504
H 11.778 11.998 -13.946
H 13.182 13.065 -13.745
H 11.622 10.149 -12.199
C 16.222 10.101 -10.043
C 16.686 11.267 -9.175
C 17.325 10.779 -7.889
O 17.667 11.997 -9.912
H 15.410 9.557 -9.548
H 17.029 9.371 -10.142
H 15.865 10.373 -11.036
H 15.865 11.941 -8.903
H 17.592 11.657 -7.291
H 18.278 10.285 -8.089
H 16.663 10.175 -7.273
H 17.280 12.295 -10.759
C 21.034 14.024 -10.658
C 21.855 13.119 -9.766
C 21.119 12.718 -8.492
O 22.228 11.955 -10.502
H 20.162 13.503 -11.060
H 21.620 14.423 -11.487
H 20.618 14.848 -10.066
H 22.818 13.562 -9.511
H 21.248 13.493 -7.725
H 21.507 11.798 -8.057
H 20.036 12.633 -8.602
H 21.450 11.411 -10.750
C 16.554 15.190 -9.341
C 16.511 16.695 -9.215
C 17.845 17.311 -8.818
O 16.140 17.239 -10.512
H 16.679 14.738 -8.350
H 17.415 14.860 -9.929
H 15.701 14.716 -9.825
H 15.722 16.970 -8.508
H 18.038 17.180 -7.752
H 17.803 18.382 -9.013
H 18.680 16.866 -9.359
H 15.227 17.533 -10.504
C 19.874 15.864 -13.578
C 19.020 16.472 -12.486
C 19.067 17.996 -12.481
O 17.686 15.981 -12.685
H 19.543 16.215 -14.558
H 19.793 14.778 -13.544
H 20.919 16.149 -13.460
H 19.375 16.054 -11.538
H 20.108 18.307 -12.547
H 18.636 18.398 -11.564
H 18.473 18.391 -13.306
H 17.096 16.266 -11.960
O 16.715 13.330 -12.131
H 17.233 14.121 -12.351
H 16.419 12.976 -12.999
O 16.426 12.614 -14.712
H 16.409 11.954 -15.413
H 16.470 13.479 -15.172
*
```

=====

Short version: run w is the least stable of them.

=====

Run w
The following is a DFT calculation (the ωB97M-V functional and the def2-TZVPD basis) of a 13-piece molecular cluster, C5H36N2O13 overall.

```
! wB97M-V def2-TZVPD RIJCOSX def2/J DEFGRID3
* xyz 0 1
N -0.555 -1.505 -0.138
C 0.317 -0.543 -0.805
C 0.650 -0.953 -2.235
C 1.718 -2.007 -2.397
C 3.170 -1.632 -2.054
C -0.461 0.743 -0.711
N -0.500 1.467 0.444
O -1.031 1.277 -1.681
H -1.004 -2.122 -0.798
H -0.153 -2.047 0.622
H 1.256 -0.453 -0.218
H -0.225 -1.446 -2.691
H 0.974 -0.112 -2.826
H 1.594 -2.864 -1.674
H 1.703 -2.324 -3.437
H 3.267 -1.238 -1.018
H 3.820 -2.448 -2.358
H 3.593 -0.810 -2.626
H -0.953 2.368 0.481
H 0.128 1.288 1.235
H -3.277 1.822 1.450
H -3.484 2.933 0.578
O -3.533 2.769 1.540
H -3.496 -1.088 -1.400
H -2.490 0.057 -1.975
O -3.368 -0.364 -2.005
H 2.443 2.512 -1.366
H 3.155 1.577 -0.348
O 2.538 2.316 -0.435
H -2.588 1.988 -1.098
H -4.120 1.826 -1.247
O -3.405 2.455 -1.352
H 1.733 -2.227 1.820
H 2.509 -3.464 2.300
O 2.531 -2.742 1.663
H -0.524 -1.830 3.250
H -1.300 -2.664 2.251
O -0.402 -2.442 2.514
H -1.436 3.451 -2.529
H -0.283 3.127 -3.475
O -0.853 3.844 -3.207
H 0.031 -4.668 -0.157
H 1.478 -4.488 0.417
O 0.886 -5.084 -0.051
H -1.117 0.461 4.176
H 0.182 0.367 3.260
O -0.769 0.175 3.330
H 2.119 3.318 0.977
H 1.175 4.285 1.890
O 1.986 3.771 1.837
H 2.039 0.658 1.662
H 1.879 2.038 2.271
O 1.645 1.086 2.426
H -2.367 0.054 1.662
H -3.505 -0.310 2.594
O -3.319 -0.156 1.665
*
```

=====

Run x
The following is a DFT calculation (the ωB97M-V functional and the def2-TZVPD basis) of a 13-piece molecular cluster, C5H36N2O13 overall.

```
! wB97M-V def2-TZVPD RIJCOSX def2/J DEFGRID3
* xyz 0 1
C 0.077 -0.858 -0.222
N 1.184 -1.793 -0.069
C 2.523 -1.214 -0.048
C 2.912 -0.488 -1.369
C 4.299 0.066 -1.236
O 4.561 1.261 -1.307
C 2.658 -0.236 1.130
N 4.110 -0.127 1.428
H 0.006 -0.182 0.642
H 0.122 -0.200 -1.090
H -0.905 -1.410 -0.249
H 1.154 -2.488 -0.827
H 3.228 -2.038 0.077
H 2.841 -1.214 -2.195
H 2.194 0.297 -1.626
H 5.101 -0.638 -1.090
H 2.276 0.766 0.858
H 2.101 -0.589 1.990
H 4.353 0.820 1.695
H 4.442 -0.771 2.136
H -3.030 2.700 0.314
H -3.934 1.507 0.747
O -3.481 2.290 1.084
H -2.628 -3.582 -0.477
H -2.918 -4.675 -1.521
O -2.383 -3.887 -1.390
H 3.477 2.539 -0.991
H 3.211 3.997 -1.528
O 2.913 3.356 -0.881
H -4.681 -0.983 0.110
H -3.364 -0.721 0.811
O -4.157 -0.270 0.483
H 0.446 3.335 0.926
H 1.321 3.327 -0.397
O 0.380 3.276 -0.060
H -2.122 1.362 3.594
H -2.393 1.695 2.095
O -1.726 1.261 2.721
H -0.746 -1.337 1.341
H -1.540 -0.418 2.369
O -1.392 -1.365 2.088
H -0.771 -2.485 -3.242
H -0.433 -3.634 -2.292
O -0.028 -2.889 -2.748
H -2.654 -2.619 -2.536
H -2.621 -1.085 -2.707
O -2.512 -1.905 -3.201
H -2.328 4.150 -1.282
H -1.161 3.222 -0.735
O -2.107 3.248 -1.043
H -2.450 -2.419 1.500
H -3.296 -3.676 1.762
O -3.142 -3.031 1.061
H 1.210 2.354 2.735
H -0.378 2.334 2.610
O 0.430 2.895 2.591
*
```

=====

Short version: run w is the least stable of them.

=====

Run w
The following is a DFT calculation (the ωB97M-V functional and the def2-TZVPD basis) of an isolated molecule of C6H13NS.

```
! wB97M-V def2-TZVPD RIJCOSX def2/J DEFGRID3
* xyz 0 1
C 2.222 -1.330 1.320
C 0.258 -0.991 -0.122
C -0.785 0.020 -0.604
C -1.095 0.458 2.022
C -0.597 0.588 -1.798
C -1.462 1.624 -2.550
H 1.662 -2.167 1.777
H 2.813 -0.844 2.066
H 2.909 -1.720 0.582
H 1.817 0.283 0.173
H -0.210 -1.720 0.462
H 0.779 -1.465 -0.999
H -0.243 1.189 1.996
H -1.887 0.718 2.729
H -0.667 -0.537 2.253
H 0.263 0.228 -2.329
H -2.194 1.167 -3.246
H -2.024 2.225 -1.839
H -0.800 2.321 -3.087
N 1.322 -0.385 0.695
S -2.081 0.339 0.498
*
```

=====

Run x
The following is a DFT calculation (the ωB97M-V functional and the def2-TZVPD basis) of a 2-piece molecular cluster, C6H13NS overall.

```
! wB97M-V def2-TZVPD RIJCOSX def2/J DEFGRID3
* xyz 0 1
C 2.908 0.201 1.122
C 2.733 -0.896 0.114
C 1.870 0.318 0.061
C 2.146 1.256 -1.079
C -1.420 -1.154 -1.280
C -4.584 0.202 1.141
N -0.304 -0.605 -0.990
S 0.187 -0.094 0.434
H 2.579 0.002 2.173
H 3.752 0.773 1.065
H 3.413 -0.956 -0.750
H 2.368 -1.878 0.408
H 3.078 0.893 -1.583
H 2.463 2.195 -0.585
H 1.300 1.295 -1.779
H -2.399 -1.073 -0.787
H -5.438 -0.294 1.490
H -1.588 -1.458 -2.346
H -3.941 -0.507 0.722
H -4.234 0.812 1.954
H -4.890 0.967 0.496
*
```

=====

Short version: run x is the least stable of them.

=====

Run w
The following is a DFT calculation (the ωB97M-V functional and the def2-TZVPD basis) of CH2OS3 as an isolated structure.

```
! wB97M-V def2-TZVPD RIJCOSX def2/J DEFGRID3
* xyz 0 1
C -0.778 -0.140 -0.142
O -0.033 1.320 -0.332
S -2.387 -0.286 -0.228
S 0.318 -1.272 0.475
S 1.482 1.096 0.152
H -0.652 -2.184 1.015
H 2.050 1.466 -0.939
*
```

=====

Run x
The following is a DFT calculation (the ωB97M-V functional and the def2-TZVPD basis) of CH2OS3 as an isolated structure.

```
! wB97M-V def2-TZVPD RIJCOSX def2/J DEFGRID3
* xyz 0 1
C 0.208 0.203 0.527
O 0.687 1.309 1.072
S -0.062 -2.429 -1.756
S -1.438 0.113 0.044
S -0.195 -0.494 -1.667
H 0.252 2.149 0.749
H 0.548 -0.852 1.031
*
```

=====

Short version: run w is the least stable of them.